# C18H28CaNO4P2

A molecular structure, C18H28CaNO4P2 (the ωB97M-V functional and the def2-TZVPD basis, OMol25).

The geometry in ORCA input format:
```
! wB97M-V def2-TZVPD RIJCOSX def2/J DEFGRID3
* xyz 1 1
Ca -0.018 -0.871 0.457
P -2.587 -0.032 -0.748
C -2.297 0.689 -2.405
C -0.833 0.798 -2.793
N 0.220 0.438 -2.037
C 1.451 0.862 -2.388
C 1.631 1.610 -3.550
C 0.555 1.950 -4.366
C -0.684 1.495 -3.992
C 2.714 0.558 -1.603
P 2.667 -1.001 -0.594
H -1.585 1.738 -4.568
H 2.632 1.950 -3.784
H 0.684 2.582 -5.268
H 3.554 0.494 -2.325
H 2.938 1.405 -0.920
H -2.848 0.210 -3.189
H -2.673 1.719 -2.417
H -1.839 -4.173 -3.757
O -1.119 -4.142 -4.378
H -0.677 -3.309 -4.057
H -0.700 -4.703 -1.089
O -0.008 -2.918 0.728
H -0.134 -3.787 0.336
C 3.030 -2.182 -1.948
H 3.666 -1.745 -2.727
H 3.513 -3.076 -1.537
H 2.084 -2.507 -2.396
C 4.306 -0.845 0.218
H 4.450 -1.763 0.802
H 5.149 -0.720 -0.475
H 4.287 -0.005 0.925
C -3.480 1.462 -0.117
H -4.548 1.379 -0.364
H -3.347 1.563 0.964
H -3.074 2.372 -0.579
C -3.999 -1.179 -1.004
H -4.194 -1.691 -0.048
H -4.901 -0.636 -1.315
H -3.742 -1.948 -1.748
O 0.908 -0.518 2.640
C 0.122 0.480 2.785
O -0.545 0.991 1.816
C 0.007 1.011 4.178
C -0.597 2.243 4.457
C -0.642 2.697 5.775
C -0.099 1.949 6.822
C 0.470 0.703 6.539
C 0.529 0.235 5.227
H -1.013 2.826 3.637
H -1.098 3.660 5.986
H -0.156 2.312 7.848
H 0.883 0.103 7.342
H 0.991 -0.736 5.007
*
```

- molecular weight (g/mol) = 424.45
- HOMO-LUMO gap (spin up / spin down) (hartree) = 0.236 / 0.126
- lowest unoccupied orbital energy (spin up / spin down) (eV) = -4.7 / -7.7
- HOMO level (spin up / spin down) (hartree) = -0.4088 / -0.4087
- ΔE to the lowest compared entry with this formula, charge and spin (eV) = 1.996